1.
Entry from OMol25: a 7-piece molecular cluster, C46H107N6O8 overall at a distorted geometry (ωB97M-V/def2-TZVPD).

* electronic energy: -74701.4892 eV
* relative energy (zero: lowest compared OMol25 entry of this formula, charge and spin): 36.2 kcal/mol
* E_HOMO: -18.3 eV
* total charge: +5

Positions of all 167 atoms, in Å:
C  -0.0575  0.5609  -0.4436
C  -0.8526  -0.6693  -0.8184
O  -1.9948  -0.5582  -1.2921
O  -0.2752  -1.7598  -0.6322
H  -0.0330  0.7084  0.6368
H  -0.3825  1.3920  -1.0694
H  0.9890  0.4377  -0.7280
C  -4.8840  -4.6190  -2.6670
C  -4.1082  -3.3255  -2.4866
C  -4.7396  -2.2092  -3.3280
C  -6.0855  -1.6872  -2.8307
C  -5.8464  -1.0165  -1.5472
C  -5.2174  -1.9097  -0.4539
N  -4.1526  -2.8132  -1.0177
O  -3.3058  -3.3817  -0.1956
C  -6.2752  -2.8790  0.1869
C  -4.6121  -0.9815  0.6261
C  -2.6481  -3.5262  -2.8985
H  -5.8574  -4.4799  -2.1944
H  -4.4500  -5.4640  -2.1302
H  -5.0445  -4.9629  -3.6874
H  -4.8077  -2.4800  -4.3817
H  -4.0030  -1.4030  -3.3151
H  -6.8668  -2.4483  -2.8183
H  -6.4947  -0.9348  -3.5063
H  -6.8621  -0.7767  -1.2268
H  -5.2391  -0.1152  -1.6245
H  -6.9302  -3.2289  -0.6117
H  -6.9847  -2.4493  0.8938
H  -5.8057  -3.7198  0.6961
H  -5.2805  -0.4790  1.3250
H  -3.9534  -0.2059  0.2363
H  -4.0302  -1.6341  1.2792
H  -2.2463  -4.2762  -2.2182
H  -2.0967  -2.5865  -2.8990
H  -2.5625  -3.9121  -3.9142
C  3.3803  -1.3704  0.2006
C  4.3880  -1.3292  -0.9447
C  5.5998  -0.4141  -0.4957
C  6.6443  -1.0975  0.4659
C  7.3008  -2.3045  -0.1749
C  6.2176  -3.3714  -0.4897
N  4.9428  -2.7445  -1.0562
O  4.0673  -3.6742  -1.4087
C  5.8870  -4.1854  0.8099
C  6.9456  -4.3071  -1.5576
C  3.8314  -0.8051  -2.2877
H  3.7754  -1.5883  1.1926
H  2.3935  -1.7927  0.0060
H  3.1375  -0.3087  0.2985
H  5.4387  0.5763  -0.0716
H  6.2121  -0.2191  -1.3782
H  6.2930  -1.4443  1.4387
H  7.5564  -0.5379  0.6784
H  8.0009  -2.7108  0.5560
H  7.9411  -2.0864  -1.0301
H  6.5975  -5.0044  0.9173
H  4.9084  -4.6421  0.6616
H  5.9303  -3.6238  1.7422
H  6.3966  -5.2471  -1.6246
H  7.9629  -4.5669  -1.2709
H  6.8849  -3.8404  -2.5401
H  4.5221  -0.8225  -3.1306
H  3.5963  0.2596  -2.2470
H  2.8856  -1.2730  -2.5611
C  4.9026  8.1592  0.0712
C  3.4659  8.1734  -0.5102
N  2.8065  6.7699  -0.5851
C  3.0343  5.9318  0.6661
C  1.2283  7.0009  -0.6271
C  0.6354  7.9879  -1.6635
C  3.3507  6.0950  -1.9178
C  3.0072  4.6083  -2.0929
O  1.6401  4.2194  -2.2343
C  1.5200  2.9006  -2.8061
H  5.2568  9.1886  0.0681
H  5.5297  7.4624  -0.4845
H  4.9081  7.7951  1.0984
H  3.4994  8.5322  -1.5379
H  2.8688  8.8499  0.0999
H  4.0920  5.6975  0.7891
H  2.5345  4.9659  0.7177
H  2.7991  6.4977  1.5669
H  1.1171  7.4765  0.3480
H  0.7032  6.0499  -0.5569
H  0.8650  9.0410  -1.5000
H  -0.4466  8.0074  -1.5260
H  0.8647  7.7588  -2.7036
H  4.4370  6.1719  -1.9113
H  2.9541  6.6971  -2.7338
H  3.4739  3.9560  -1.3481
H  3.6469  4.2570  -2.9078
H  2.1752  2.8381  -3.6770
H  0.5026  2.7243  -3.1489
H  1.8534  2.1055  -2.1366
C  -5.0213  6.4524  0.6937
C  -3.9603  5.7820  -0.2997
N  -3.3080  4.4373  0.0814
C  -4.4365  3.3751  -0.0876
C  -2.0823  4.0851  -0.7326
C  -2.3971  3.6452  -2.1858
C  -2.9037  4.3693  1.5850
C  -1.7120  5.2763  1.8989
O  -0.4249  4.7028  1.6327
C  0.0303  3.5950  2.4438
H  -4.7754  6.4708  1.7542
H  -6.0119  6.0061  0.5919
H  -5.2661  7.4705  0.3902
H  -3.1394  6.4992  -0.2876
H  -4.3404  5.6910  -1.3150
H  -4.9395  3.5247  -1.0408
H  -5.2111  3.4149  0.6777
H  -3.9520  2.4075  0.0396
H  -1.4691  3.3071  -0.2818
H  -1.4741  4.9801  -0.8601
H  -2.7492  2.6146  -2.2242
H  -1.5032  3.7105  -2.8048
H  -3.1097  4.3410  -2.6289
H  -2.6493  3.3247  1.7629
H  -3.7621  4.6089  2.2100
H  -1.6757  5.5954  2.9432
H  -1.9031  6.2491  1.4439
H  1.0164  3.1658  2.2770
H  -0.6905  2.7765  2.3619
H  -0.0448  3.8208  3.5101
C  0.9112  -7.6481  0.7450
N  -0.3841  -7.5118  -0.0770
C  0.0401  -7.4922  -1.5477
C  -1.2392  -8.7435  0.2034
C  -1.1346  -6.1753  0.2501
C  -0.3740  -4.8992  0.3731
O  0.1989  -4.4841  -0.8322
H  1.4861  -8.4750  0.3294
H  0.6466  -7.9733  1.7503
H  1.4541  -6.7104  0.6514
H  0.4129  -8.4669  -1.8566
H  0.7476  -6.6922  -1.7561
H  -0.9235  -7.2479  -1.9938
H  -0.6605  -9.6616  0.2833
H  -1.9263  -8.7627  -0.6421
H  -1.8464  -8.6006  1.0961
H  -1.5863  -6.2511  1.2413
H  -1.9936  -5.9661  -0.3879
H  0.4054  -4.8855  1.1397
H  -1.1144  -4.2028  0.7738
H  0.0897  -3.5298  -0.7466
C  -0.8686  -0.6818  5.2595
N  -0.1257  -1.3736  4.1288
C  -0.9927  -1.5341  2.8458
C  1.0434  -0.4646  3.6711
C  0.5681  -2.7184  4.4929
C  -0.4014  -3.9060  4.7648
O  -0.8357  -4.4717  3.5335
H  -0.1710  -0.6098  6.0932
H  -1.7422  -1.2327  5.6046
H  -1.1721  0.3001  4.9005
H  -1.8227  -2.2123  3.0365
H  -0.3338  -1.8236  2.0287
H  -1.4422  -0.5615  2.6460
H  1.7106  -0.2757  4.5111
H  0.5903  0.4836  3.3811
H  1.6139  -0.7964  2.8052
H  1.2041  -2.5420  5.3593
H  1.1448  -2.8935  3.5857
H  -1.2835  -3.5573  5.3044
H  0.1040  -4.6988  5.3155
H  -0.9982  -5.3992  3.7277

2.
Entry from OMol25: a 9-piece molecular cluster, C22H66N4O9 overall at a distorted geometry (ωB97M-V/def2-TZVPD).

* electronic energy: -48263.1244 eV
* relative energy (zero: lowest compared OMol25 entry of this formula, charge and spin): 165.4 kcal/mol
* E_HOMO: -8.8 eV

Positions of all 101 atoms, in Å:
C  5.7668  -3.6652  -7.1834
O  5.9701  -5.0787  -7.2901
H  5.6861  -3.2543  -8.1898
H  4.9957  -3.3288  -6.4904
H  6.6257  -3.1639  -6.7373
H  5.3112  -5.3984  -7.9108
C  7.6090  5.1682  1.1906
O  6.2726  5.6187  0.8712
H  7.7617  4.0940  1.2958
H  8.3228  5.2895  0.3758
H  7.8961  5.5226  2.1806
H  5.6892  4.8793  1.0575
C  -4.3737  -4.6446  -0.6700
O  -3.5081  -5.6925  -0.1815
H  -4.2301  -4.2853  -1.6891
H  -5.3532  -5.1081  -0.5527
H  -4.3825  -3.6775  -0.1673
H  -3.9932  -6.5158  -0.2734
C  2.5290  7.9859  4.3567
O  3.0503  6.9164  5.0018
H  2.8486  8.0215  3.3151
H  1.4713  7.8148  4.5569
H  2.7270  8.9288  4.8665
H  3.8691  7.1602  5.4395
C  -1.1496  -1.0598  -7.3316
C  -0.7921  -2.4055  -8.0491
O  -0.4277  -1.9975  -9.3938
H  -1.6992  -0.3600  -7.9611
H  -0.3060  -0.5853  -6.8303
H  -1.9696  -1.1752  -6.6229
H  -1.7155  -2.9734  -8.1629
H  -0.0342  -3.0508  -7.6050
H  -0.7165  -2.7237  -9.9514
C  -3.8928  9.1626  -2.6610
C  -4.9403  8.3168  -1.9895
C  -5.1633  7.0238  -2.6934
O  -6.2066  6.1394  -2.2064
C  -7.4935  6.7748  -2.3424
N  -4.5524  8.1011  -0.6602
H  -3.7813  10.0959  -2.1092
H  -4.1269  9.3880  -3.7014
H  -2.9456  8.6237  -2.6806
H  -5.8854  8.8572  -1.9363
H  -4.2403  6.4543  -2.8026
H  -5.3013  7.3518  -3.7237
H  -7.6725  7.1603  -3.3461
H  -7.6682  7.6150  -1.6703
H  -8.3253  6.0996  -2.1417
H  -4.8956  8.8764  -0.1114
H  -5.0221  7.2455  -0.4006
C  0.2225  -9.9555  -1.9494
C  -0.2654  -11.2950  -1.4163
C  -1.6078  -11.1951  -0.7025
O  -2.5107  -10.2463  -1.2624
C  -3.5493  -10.9430  -1.9337
N  -0.4355  -12.2833  -2.4605
H  0.4138  -9.2402  -1.1495
H  -0.5595  -9.4038  -2.4712
H  1.0847  -9.9508  -2.6163
H  0.4415  -11.5891  -0.6405
H  -1.3275  -10.9070  0.3106
H  -2.1397  -12.0788  -0.3501
H  -3.0605  -11.4121  -2.7875
H  -4.1838  -10.1257  -2.2766
H  -4.2685  -11.6059  -1.4527
H  -0.9024  -13.0403  -1.9820
H  -1.1276  -12.1057  -3.1744
C  0.3553  3.2629  0.8080
C  1.0689  1.9154  0.8949
C  1.0832  0.9832  -0.3659
O  1.3274  -0.3619  -0.0494
C  1.0408  -1.2163  -1.1465
N  2.4533  2.1410  1.3068
H  -0.7157  3.0751  0.7323
H  0.7247  3.8011  -0.0650
H  0.6084  3.8486  1.6918
H  0.6193  1.3276  1.6951
H  1.7054  1.5031  -1.0944
H  0.0936  0.9627  -0.8224
H  1.6567  -0.9882  -2.0164
H  -0.0278  -1.3193  -1.3356
H  1.2788  -2.2408  -0.8604
H  2.5008  2.6756  2.1624
H  2.8190  1.2167  1.4857
C  1.1575  2.3118  10.0635
C  1.7645  2.0236  8.6769
C  1.8271  0.5206  8.2307
O  2.9989  -0.1766  8.6017
C  4.2678  0.2171  8.1867
N  1.0178  2.9140  7.7982
H  1.1894  3.3196  10.4777
H  1.7682  1.8274  10.8254
H  0.1250  1.9656  10.0175
H  2.7825  2.4132  8.6690
H  1.7979  0.5121  7.1411
H  0.9031  0.0534  8.5711
H  5.1553  -0.3914  8.3607
H  4.4891  1.1164  8.7615
H  4.1425  0.5319  7.1507
H  1.5786  3.5343  7.2319
H  0.5799  3.5569  8.4424

3.
Entry from OMol25: an isolated ion of composition C8H9N2S and charge +1 at a distorted geometry (ωB97M-V/def2-TZVPD).

* electronic energy: -22246.2306 eV
* relative energy (zero: lowest compared OMol25 entry of this formula, charge and spin): 129.9 kcal/mol
* E_HOMO (alpha / beta): -13.0 / -13.0 eV
* total charge: +1

Positions of all 20 atoms, in Å:
C  -4.0974  -0.2426  0.2177
C  -3.1423  0.8169  0.4888
C  -3.8849  -1.6068  0.2447
C  -1.7924  1.1304  0.5131
C  -2.5928  -2.1853  0.1210
C  -0.6460  0.4033  0.5313
C  3.1229  -0.1157  1.4435
C  2.9552  -0.6657  0.0204
N  -1.4900  -2.5384  0.0015
N  0.3055  -0.2893  0.3640
S  1.2815  -1.4921  -0.1596
H  -5.1417  -0.0258  0.0261
H  -3.7469  1.6385  0.6096
H  -4.6987  -2.3756  0.3746
H  -1.5075  2.1332  0.7326
H  3.9990  0.5355  1.6936
H  2.1140  0.4611  1.5067
H  3.2629  -0.8724  2.2210
H  3.7341  -1.4563  -0.2283
H  3.1558  0.1176  -0.7630

4.
Entry from OMol25: the molecule C5H10N4 at a distorted geometry (ωB97M-V/def2-TZVPD).

* electronic energy: -11301.8154 eV
* relative energy (zero: lowest compared OMol25 entry of this formula, charge and spin): 139.8 kcal/mol
* E_HOMO: -8.3 eV

Positions of all 19 atoms, in Å:
C  1.4890  0.0171  0.0459
C  0.4173  -0.5756  0.8092
C  -0.3949  -1.4020  -0.0712
C  -1.3973  -0.7913  -0.9178
C  -1.3852  1.2871  0.2342
H  3.1016  -0.7985  0.1457
H  0.7355  -1.5735  1.3715
H  -0.1701  -0.0422  1.3679
H  0.3317  -2.2478  -0.4719
H  -0.8564  -2.0091  0.7173
H  -0.8128  -0.3198  -1.6404
H  -2.2443  -1.5407  -1.1150
H  -1.9955  1.9640  0.7330
H  -0.1447  2.7846  0.5547
H  1.9252  2.0286  -0.8157
N  2.6974  -0.0577  -0.2981
N  -2.0682  0.2100  -0.0009
N  -0.2194  1.8181  -0.0502
N  0.9911  1.2487  -0.5982

Which formula does entry 1 have? C46H107N6O8

Among the records above, which one has the lowest relative energy (zero: lowest compared OMol25 entry of this formula, charge and spin)? C46H107N6O8

Which value of relative energy (zero: lowest compared OMol25 entry of this formula, charge and spin) does entry 2 give? 165.4 kcal/mol